# 1
Entry from the OMol25 dataset: a single C5H8N2S4 molecule in a non-equilibrium geometry (wB97M-V/def2-TZVPD).

Its HOMO energy (spin up / spin down) is -7.818 / -7.817 eV. For the energy, the calculation gives -51631.3434 eV. The multiplicity is 1. The energy relative to the best compared isomer or geometry (same formula, charge and spin) is 73.9 kcal per mole.

Each line ends with the natural charge from an NBO analysis.
Cartesian coordinates (Å):
H1 0.712 -0.250 -2.439  0.268
S1 0.127 -2.537 -1.491  -0.220
H2 3.480 1.521 -0.462  0.201
C1 1.607 0.686 -0.797  -0.178
H3 -3.484 -0.051 1.740  0.159
C2 -0.775 -1.457 -0.689  0.201
S2 -2.532 -0.330 2.681  0.163
S3 0.321 -0.012 2.464  0.130
H4 -0.157 1.379 -1.960  0.218
H5 2.666 2.122 -1.928  0.200
H6 1.438 0.120 0.257  0.198
C3 -1.217 -0.003 1.636  -0.435
C4 2.612 1.464 -1.128  -0.396
H7 -1.303 -2.634 0.762  0.391
C5 0.419 0.461 -1.639  -0.290
N1 -0.712 -0.141 -0.963  -0.582
S4 -1.603 0.842 0.071  0.487
N2 -1.519 -1.745 0.306  -0.659
H8 -0.080 0.567 3.578  0.145

# 2
Entry from the OMol25 dataset: a gas-phase ion, C5H8N3 (charge +1) in a non-equilibrium geometry (wB97M-V/def2-TZVPD).

Its HOMO energy is -13.406 eV. For the energy, the calculation gives -9774.8696 eV. The multiplicity is 1. As for the net charge: +1. The energy relative to the best compared isomer or geometry (same formula, charge and spin) is 84.7 kcal per mole.

Each line ends with the natural charge from an NBO analysis.
Cartesian coordinates (Å):
C1 2.333 -0.634 0.012  0.274
C2 -0.134 -0.421 -0.159  0.647
H1 2.743 1.597 -0.183  0.296
C3 0.871 1.454 0.310  0.285
H2 1.027 -2.049 -0.571  0.419
N1 -1.273 -1.084 -0.168  -0.454
C4 2.263 0.834 0.313  -0.641
H3 -2.309 0.686 -0.477  0.267
N2 1.128 -1.053 -0.289  -0.599
N3 -0.271 0.916 0.026  -0.480
H4 2.577 0.849 1.367  0.309
H5 -3.236 -1.043 -0.605  0.242
H6 0.821 2.537 0.198  0.215
H7 -2.901 -0.155 0.865  0.243
H8 -1.110 -2.043 -0.540  0.424
C5 -2.530 -0.392 -0.100  -0.447

# 3
Entry from the OMol25 dataset: a gas-phase ion, C5H8N3 (charge +1) in a non-equilibrium geometry (wB97M-V/def2-TZVPD).

Its HOMO energy is -12.355 eV. For the energy, the calculation gives -9774.2084 eV. The multiplicity is 1. As for the net charge: +1. The energy relative to the best compared isomer or geometry (same formula, charge and spin) is 99.9 kcal per mole.

Each line ends with the natural charge from an NBO analysis.
Cartesian coordinates (Å):
C1 1.713 -1.004 -0.155  0.009
N1 -1.908 -1.248 0.183  -0.752
C2 -0.748 0.763 0.007  0.325
H1 2.543 -1.778 -0.315  0.245
H2 -1.819 -2.218 0.588  0.409
H3 1.662 2.380 0.633  0.216
H4 0.342 -2.409 -0.607  0.265
C3 1.507 1.338 0.070  0.045
C4 0.427 -1.340 -0.254  -0.216
C5 -0.762 -0.564 0.041  0.066
N2 2.226 0.261 0.250  -0.526
H5 -1.341 2.596 0.372  0.400
H6 3.130 0.362 0.629  0.427
H7 -2.025 2.092 -0.951  0.412
H8 -2.728 -0.802 0.447  0.403
N3 -1.522 1.790 -0.141  -0.728

# 4
Entry from the OMol25 dataset: a gas-phase ion, C5H8N3 (charge +1) in a non-equilibrium geometry (wB97M-V/def2-TZVPD).

Its HOMO energy is -17.558 eV. For the energy, the calculation gives -9772.9780 eV. The multiplicity is 1. As for the net charge: +1. Its SMILES is CC[N+](C)(C#N)C#N. The energy relative to the best compared isomer or geometry (same formula, charge and spin) is 128.3 kcal per mole.

Each line ends with the natural charge from an NBO analysis.
Cartesian coordinates (Å):
H1 0.590 0.771 -1.148  0.261
C1 -0.134 0.161 -0.599  -0.136
H2 1.582 -1.305 1.058  0.247
N1 0.580 2.618 1.716  -0.117
H3 -2.294 0.447 0.001  0.265
H4 -1.596 1.540 -1.221  0.257
N2 0.150 0.207 1.050  -0.317
H5 -2.133 -0.243 -1.661  0.299
H6 0.174 -0.831 -0.785  0.224
C2 1.425 -0.375 1.374  -0.408
H7 1.676 -0.340 2.407  0.267
C3 -1.610 0.471 -0.885  -0.707
N3 -1.864 -0.793 2.207  -0.100
H8 2.189 0.278 1.003  0.258
C4 0.282 1.620 1.319  0.354
C5 -1.024 -0.317 1.607  0.352